ORCA calculation (the ωB97M-V functional and the def2-TZVPD basis) on a molecular structure, C41H34HfNO2S3 at a distorted geometry.

The spin multiplicity is 2. The calculation puts the relative energy (zero: lowest compared OMol25 entry of this formula, charge and spin) at 46.5 kcal/mol. Its charge is +2. The expectation value of S² is 0.757. The gap between HOMO and LUMO (spin up / spin down) is 5.2321 / 6.0599 eV. For the total energy, the calculation gives -3030.00558 a.u.

Geometry (Å):
Hf -0.805 1.488 -0.134
C -5.059 -4.049 4.669
C -3.951 -3.197 4.124
C -3.522 -3.358 2.799
C -2.513 -2.579 2.275
C -1.931 -1.611 3.095
C -2.340 -1.418 4.409
C -3.348 -2.224 4.916
S -0.667 -0.565 2.516
O -1.286 0.124 1.261
C 0.490 -1.713 1.808
C 0.667 -2.922 2.523
C 1.565 -3.835 2.070
C 2.320 -3.596 0.901
C 3.241 -4.565 0.436
C 3.995 -4.330 -0.674
C 3.858 -3.108 -1.365
C 2.973 -2.158 -0.943
C 2.165 -2.375 0.203
C 1.221 -1.402 0.685
C 1.290 -0.087 -0.066
C 2.374 0.783 0.306
C 2.956 0.737 1.597
C 4.024 1.531 1.902
C 4.578 2.395 0.932
C 4.046 2.452 -0.323
C 2.934 1.651 -0.666
C 2.413 1.650 -1.987
C 1.343 0.881 -2.338
C 0.745 0.026 -1.367
S -0.621 -1.132 -1.716
O -0.101 -2.445 -2.134
C -1.310 -0.309 -3.142
C -1.504 -1.072 -4.278
C -2.156 -0.514 -5.371
C -2.627 0.793 -5.345
C -3.311 1.394 -6.539
C -2.427 1.548 -4.186
C -1.778 1.000 -3.094
H -5.054 -5.038 4.215
H -6.026 -3.592 4.452
H -4.978 -4.158 5.748
H -3.984 -4.116 2.180
H -2.176 -2.724 1.256
H -1.877 -0.659 5.027
H -3.670 -2.095 5.942
H 0.084 -3.122 3.411
H 1.703 -4.766 2.605
H 3.337 -5.495 0.981
H 4.697 -5.072 -1.025
H 4.459 -2.919 -2.245
H 2.902 -1.240 -1.509
H 2.561 0.054 2.338
H 4.462 1.488 2.890
H 5.434 3.007 1.185
H 4.470 3.109 -1.072
H 2.887 2.282 -2.728
H 0.943 0.909 -3.343
H -1.147 -2.094 -4.292
H -2.306 -1.114 -6.260
H -3.867 0.639 -7.093
H -2.573 1.824 -7.219
H -3.998 2.188 -6.249
H -2.772 2.574 -4.145
H -1.648 1.704 -2.255
S -4.335 2.866 0.347
C -2.941 2.326 0.193
C -0.273 2.995 2.866
C 0.377 3.609 1.666
C 1.402 4.493 1.581
C 1.585 4.825 0.199
C 0.686 4.116 -0.525
C 0.299 4.222 -1.965
N -0.073 3.320 0.360
H -0.656 3.768 3.533
H 0.423 2.383 3.443
H -1.138 2.384 2.593
H 1.950 4.914 2.410
H 2.286 5.546 -0.193
H 1.099 4.681 -2.544
H -0.594 4.840 -2.085
H 0.101 3.253 -2.438